A 9-piece molecular cluster, BF4H16O8 overall in a non-equilibrium geometry, computed with ωB97M-V with the def2-TZVPD basis set.

XYZ file:
```
29
BF4H16O8 (ωB97M-V with the def2-TZVPD basis set)
H -0.43 10.73 22.57
H 0.27 7.39 22.89
O -3.48 8.75 24.08
O 2.64 9.45 23.85
H 2.76 7.66 24.42
H -0.82 4.98 25.47
O -3.79 6.33 25.65
O 2.74 6.96 25.10
H -2.80 8.55 23.39
H -2.92 6.10 25.95
H -3.67 7.10 25.12
F -0.58 8.36 23.99
O -2.21 7.95 21.79
O 1.00 6.89 22.58
H 2.87 10.40 23.66
F 0.27 7.65 26.04
O -0.89 11.11 23.31
H -0.63 10.50 23.98
H 2.00 9.69 24.50
F -1.59 9.01 25.93
B -0.39 8.65 25.34
H 1.10 6.29 23.31
O -1.25 5.36 26.20
H -2.78 7.46 21.20
H 2.01 7.19 25.68
H -1.52 8.24 21.20
F 0.47 9.77 25.30
H -2.95 8.90 24.86
H -0.78 6.14 26.34
```

Summary:
Orbital gap, hartree: 0.369
Max |F|, Eh/bohr: 0.0530
Total charge: -1
Energy relative to the best compared isomer or geometry (same formula, charge and spin), kcal per mole: 14.8
HOMO energy, Eh: -0.2662

An isolated molecule of C5H9B in a non-equilibrium geometry, computed with ωB97M-V with the def2-TZVPD basis set.

XYZ file:
```
15
C5H9B (ωB97M-V with the def2-TZVPD basis set)
C 0.11 -1.39 3.26
H 0.41 2.28 -2.39
C -0.52 0.28 -0.06
H 1.40 -0.08 -1.17
H -1.58 -0.57 2.37
C -0.50 -0.89 2.21
B 0.47 0.49 -1.34
H -0.91 1.26 -3.10
H 1.03 -1.87 3.22
C -0.06 -0.62 0.84
H 0.83 1.11 -3.64
H -1.35 0.94 -0.10
C 0.14 1.23 -2.73
H 0.92 -1.05 0.74
H -0.51 -1.83 3.96
```

Summary:
Orbital gap (alpha / beta), hartree: 0.256 / 0.280
Max |F|, Eh/bohr: 0.1834
2S+1: 3
Total charge: 0
Energy relative to the best compared isomer or geometry (same formula, charge and spin), kcal per mole: 0.0
HOMO energy (alpha / beta), Eh: -0.2255 / -0.3869
<S²>: 2.018

A 2-piece molecular cluster, C5H10O overall in a non-equilibrium geometry, computed with ωB97M-V with the def2-TZVPD basis set.

XYZ file:
```
16
C5H10O (ωB97M-V with the def2-TZVPD basis set)
H 1.70 2.84 0.44
C 1.39 1.92 -0.19
C -0.65 0.55 -0.28
H 1.07 1.45 2.80
H 2.06 1.16 -0.40
H 1.03 2.32 -1.15
H -0.32 -0.38 3.81
H -1.16 1.28 -1.05
H -1.47 -2.75 -3.33
H -1.17 -0.69 2.34
H -1.12 -4.07 -3.28
C 0.35 1.04 0.54
O -0.74 -3.35 -3.74
H -1.42 -0.14 0.18
C 0.36 0.85 2.11
C -0.33 -0.08 2.74
```

Summary:
Orbital gap, hartree: 0.339
Max |F|, Eh/bohr: 0.0718
Total charge: 0
Energy relative to the best compared isomer or geometry (same formula, charge and spin), kcal per mole: 82.1
HOMO energy, Eh: -0.3192

An isolated ion of composition C8H10NO2S2 and charge -1 in a non-equilibrium geometry, computed with ωB97M-V with the def2-TZVPD basis set.

XYZ file:
```
23
C8H10NO2S2 (ωB97M-V with the def2-TZVPD basis set)
C -0.04 -1.48 1.92
C 1.82 -0.49 -1.48
O 2.81 0.27 -1.78
C -1.71 -0.05 -1.64
H 0.50 -1.04 2.74
C 1.25 -0.28 0.10
C -0.09 1.02 0.00
H -1.16 -1.14 1.72
C 0.68 -1.63 0.57
H -2.65 0.18 -2.14
H -0.20 -2.46 2.33
C -1.25 1.03 -0.70
N -2.02 2.08 -0.37
H -0.94 -0.18 -2.34
H 0.12 -1.96 -0.32
H -1.66 -0.91 -1.00
O 1.23 -1.37 -2.06
H 2.70 1.43 0.31
H 1.62 -2.37 0.75
H -2.07 3.81 0.64
C -1.52 2.84 0.52
S 2.51 0.36 1.17
S 0.06 2.35 1.05
```

Summary:
Orbital gap, hartree: 0.271
Max |F|, Eh/bohr: 0.0995
Total charge: -1
Energy relative to the best compared isomer or geometry (same formula, charge and spin), kcal per mole: 0.0
HOMO energy, Eh: -0.1620

In order of appearance, E_tot = -1036.17536 -220.54643 -271.62176 -1312.45691 Eh.